The following is a DFT calculation (wB97M-V/def2-TZVPD) of C2H6N2O2 as an isolated structure in a non-equilibrium geometry.

HOMO energy = -7.345 eV
Net charge = 0
LUMO energy = -1.396 eV

Each line ends with the Mulliken charge.
Cartesian coordinates (Å):
N: 2.3089 0.2318 -0.9308  -0.295
C: -0.9296 -0.1961 0.1385  0.824
N: 1.9484 1.2304 -0.2627  -0.040
C: -1.9899 -1.0207 0.0130  -0.962
O: -0.4215 0.5509 -0.7927  -0.854
O: -0.1632 -0.1738 1.3008  -0.521
H: -0.6110 -0.6804 1.9864  0.285
H: 1.5860 0.0534 -1.6399  0.351
H: 0.6790 1.3464 -0.3391  0.490
H: 2.4578 1.3454 0.6144  0.277
H: -2.4381 -1.5010 0.8671  0.199
H: -2.4268 -1.1863 -0.9552  0.247

Atoms 1-2, force components in eV/Å:
N 0.42 1.77 1.33
C -0.02 -0.79 0.01

---

The following is a DFT calculation (wB97M-V/def2-TZVPD) of a 2-piece molecular cluster, C3H8O2P overall in a non-equilibrium geometry.

HOMO energy = -2.810 eV
Net charge = -1
LUMO energy = 4.194 eV

Each line ends with the Mulliken charge.
Cartesian coordinates (Å):
C: 0.9432 1.0928 -0.5590  -1.365
C: 0.8838 -1.2290 0.6858  -1.525
C: 0.1606 -0.0391 0.1086  0.486
O: -2.1765 -1.4054 0.0171  -0.623
O: -2.1638 0.9449 -0.8162  -0.449
P: -1.3385 -0.5723 -0.9093  -0.159
H: 0.9078 0.8628 -1.6357  0.332
H: 0.2484 1.9289 -0.3601  0.320
H: 1.9380 1.2081 -0.2735  0.414
H: 1.0678 -1.9355 -0.1225  0.368
H: 0.2776 -1.7065 1.4147  0.351
H: 1.8402 -0.9225 1.0742  0.395
H: -0.3146 0.7059 1.2714  0.171
H: -2.2741 1.0670 0.1046  0.283

Atoms 1-2, force components in eV/Å:
C -2.94 -0.94 -1.17
C 0.35 0.56 -1.29

---

The following is a DFT calculation (wB97M-V/def2-TZVPD) of an isolated ion of composition C3H2N2O3P and charge -1 in a non-equilibrium geometry.

HOMO energy = -4.956 eV
Net charge = -1
Structure (SMILES) = O=C1N=CP(=O)([O-])C=N1
LUMO energy = 3.000 eV

Each line ends with the Mulliken charge.
Cartesian coordinates (Å):
C: 0.2542 0.3957 1.3505  -0.153
C: 0.1608 0.2550 -1.1638  -0.048
C: -1.7241 -0.0320 0.0858  0.490
N: -1.0209 0.1836 1.1246  -0.311
N: -1.0803 0.3597 -1.1963  -0.454
O: 2.7216 0.0585 0.1032  -0.763
O: -2.8138 -0.4842 0.0114  -0.596
O: 0.9457 -1.8879 -0.0584  -0.694
P: 1.3263 -0.4717 0.1484  0.917
H: 0.5266 1.4128 1.7692  0.291
H: 0.7040 0.2104 -2.1746  0.320

Atoms 1-2, force components in eV/Å:
C -1.90 0.26 -0.77
C 1.83 -0.47 -2.32

---

The following is a DFT calculation (wB97M-V/def2-TZVPD) of one molecule with the formula C3H5N3O in a non-equilibrium geometry.

HOMO energy = -7.499 eV
Net charge = 0
Structure (SMILES) = Nc1c[nH]c(=O)[nH]1
LUMO energy = 0.760 eV

Each line ends with the Mulliken charge.
Cartesian coordinates (Å):
N: -1.8680 -0.2490 0.7037  -0.545
C: -0.6233 0.0980 0.1705  0.348
C: -0.1911 -0.2437 -1.0498  -0.438
N: 1.1980 -0.0633 -1.0861  -0.039
C: 1.7232 0.2389 0.1821  0.155
O: 2.8754 0.4327 0.5150  -0.571
N: 0.4506 0.5557 0.9179  -0.144
H: -2.2751 0.3835 1.3766  0.241
H: -2.5277 -0.4353 -0.0445  0.240
H: -0.6922 -0.9343 -1.7074  0.273
H: 1.6712 -0.4527 -1.8925  0.235
H: 0.2590 0.6695 1.9146  0.246

Atoms 1-2, force components in eV/Å:
N -0.04 0.14 0.14
C 0.09 -0.38 -0.40